This record from OMol25 describes a cluster of 14 separate species, C43H57F10N17O4PS in total at a distorted geometry. The level of theory is the ωB97M-V functional and the def2-TZVPD basis.

Its multiplicity is 1. The value obtained for the HOMO energy is -11.75 eV. As for the orbital gap: 6.7639 eV. The total charge is +1.

Last column: Löwdin charge in e.
Atoms and positions in Å:
N -5.280 -0.295 -4.195  -0.17
P -4.051 -1.036 -3.500  0.72
O -3.532 -2.257 -4.633  -0.20
O -4.686 -1.770 -2.054  -0.23
N -2.650 -0.003 -3.143  -0.03
C -2.509 1.398 -3.539  -0.02
F -3.528 2.058 -4.321  0.01
C -1.250 2.317 -3.178  -0.07
N -1.174 3.736 -3.617  0.09
C -0.069 1.675 -2.355  0.09
C 1.194 2.607 -2.035  -0.33
O 0.983 3.636 -1.289  0.05
O 2.532 2.354 -2.472  0.04
C -0.231 0.155 -1.930  0.02
C 0.968 -0.503 -1.055  -0.13
C 1.253 0.271 0.335  -0.18
C 2.076 -0.636 1.425  -0.16
C 2.826 0.422 2.411  -0.07
C 2.837 -0.040 3.967  -0.25
F 4.257 0.008 4.345  0.02
F 2.500 -1.453 4.141  0.02
C 2.103 0.945 4.988  -0.27
F 2.760 2.245 4.899  0.05
F 2.368 0.483 6.354  0.04
S 0.288 1.233 4.785  1.02
F 0.011 0.138 6.070  -0.20
F 0.414 2.508 5.934  -0.19
F 0.445 2.400 3.591  -0.16
F 0.032 -0.024 3.713  -0.17
F -1.377 1.516 4.769  -0.17
C -1.537 -0.635 -2.375  -0.03
C -1.569 -2.199 -1.924  -0.25
C -1.082 -3.278 -2.942  0.00
C -1.075 -4.852 -2.702  0.02
C -1.596 -5.211 -1.227  0.01
C -2.001 -3.987 -0.336  -0.11
N -2.027 -2.582 -0.614  0.04
H -5.487 -0.679 -5.136  0.01
H -3.576 -1.762 -5.501  0.08
H -4.174 -1.384 -1.301  0.02
H -1.647 3.738 -4.554  0.04
H -1.826 4.245 -2.992  0.11
H 3.084 3.008 -1.951  0.15
H 1.934 -0.381 -1.701  0.13
H 0.849 -1.632 -0.882  0.12
H 1.914 1.222 0.182  0.11
H 0.273 0.666 0.825  0.12
H 1.299 -1.299 1.947  0.10
H 2.895 -1.245 0.858  0.14
H 2.417 1.505 2.262  0.13
H 3.926 0.476 2.023  0.15
H -0.721 -2.900 -3.979  0.11
H -0.724 -5.630 -3.464  0.11
H -1.656 -6.312 -0.872  0.11
H -2.339 -4.276 0.742  0.10
C -6.723 2.335 -1.384  -0.04
C -6.207 0.931 -1.539  -0.13
N -5.792 -0.193 -1.667  0.07
H -6.149 2.860 -0.617  0.07
H -6.628 2.873 -2.330  0.08
H -7.774 2.314 -1.090  0.09
C 5.913 1.611 -4.503  -0.09
C 5.288 0.618 -3.562  -0.22
N 4.790 -0.172 -2.812  0.11
H 6.890 1.917 -4.126  0.04
H 6.038 1.161 -5.490  0.08
H 5.274 2.492 -4.592  0.08
C -4.480 4.316 -7.201  -0.05
C -3.004 4.384 -6.918  -0.20
N -1.829 4.438 -6.694  0.12
H -4.933 5.298 -7.050  0.09
H -4.647 4.001 -8.233  0.09
H -4.954 3.598 -6.529  0.07
C 1.061 -4.156 4.345  -0.06
C 0.367 -4.816 3.184  -0.22
N -0.184 -5.339 2.260  0.11
H 1.015 -3.071 4.238  0.04
H 0.576 -4.443 5.280  0.06
H 2.108 -4.466 4.376  0.09
C 0.810 3.690 -8.882  -0.08
C 1.318 2.278 -8.999  -0.25
N 1.721 1.156 -9.091  0.10
H 1.374 4.226 -8.117  0.08
H 0.924 4.207 -9.836  0.08
H -0.246 3.683 -8.605  0.04
C -4.249 1.357 7.032  -0.06
C -5.556 1.327 6.286  -0.21
N -6.593 1.303 5.692  0.12
H -3.859 2.377 7.056  0.08
H -4.397 1.008 8.055  0.08
H -3.524 0.710 6.535  0.06
C 10.515 1.899 -5.438  -0.06
C 9.187 2.577 -5.635  -0.21
N 8.130 3.116 -5.792  0.12
H 10.806 1.378 -6.352  0.08
H 11.278 2.641 -5.193  0.08
H 10.447 1.177 -4.622  0.08
C -3.384 0.444 0.960  -0.05
C -3.140 1.795 0.344  -0.23
N -2.944 2.871 -0.144  0.13
H -4.183 0.513 1.701  0.09
H -3.675 -0.270 0.189  0.03
H -2.474 0.089 1.449  0.07
C 6.609 -2.868 -1.584  -0.08
C 8.088 -2.823 -1.313  -0.25
N 9.264 -2.788 -1.098  0.10
H 6.173 -1.879 -1.433  0.04
H 6.429 -3.183 -2.614  0.06
H 6.128 -3.576 -0.907  0.08
C 6.652 -6.422 -3.932  -0.07
C 5.325 -5.741 -4.129  -0.25
N 4.270 -5.198 -4.285  0.10
H 6.940 -6.945 -4.846  0.08
H 7.417 -5.683 -3.688  0.07
H 6.581 -7.144 -3.116  0.08
C -1.103 -2.787 8.201  -0.07
C -0.599 -4.200 8.079  -0.24
N -0.198 -5.323 7.982  0.11
H -0.535 -2.254 8.966  0.07
H -0.990 -2.269 7.246  0.05
H -2.159 -2.792 8.480  0.08
C 1.394 2.195 9.157  -0.06
C 0.776 1.177 10.077  -0.24
N 0.285 0.367 10.808  0.10
H 2.361 2.515 9.552  0.08
H 1.540 1.760 8.167  0.04
H 0.740 3.065 9.071  0.08
C -9.679 1.686 6.661  -0.10
C -10.983 1.655 5.912  -0.25
N -12.020 1.631 5.316  0.10
H -9.288 2.705 6.686  0.07
H -9.829 1.336 7.684  0.08
H -8.952 1.039 6.167  0.03